(1)
Here is 9 unconnected molecules or ions with the total composition C14H44ClO12 at a distorted geometry from the OMol25 dataset. Energies are from ωB97M-V/def2-TZVPD.

ORCA input file:
```
! RIJCOSX wB97M-V def2-TZVPD def2/J DEFGRID3
* xyz -1 1
Cl 0.33305 -0.65111 -0.64378
O -0.39364 -1.68948 0.05379
O 0.65108 -1.08737 -1.97968
O -0.48356 0.54785 -0.74358
O 1.53299 -0.32253 0.08359
C 3.39781 4.98261 -0.45052
C 3.27082 3.78541 -1.37697
C 3.75041 2.51915 -0.72042
O 1.93939 3.65952 -1.86327
H 3.08796 5.89276 -0.96137
H 4.43321 5.11614 -0.11862
H 2.81186 4.81483 0.45705
H 3.88279 3.99216 -2.26085
H 3.37244 2.43781 0.30908
H 4.83302 2.42237 -0.66698
H 3.30861 1.63443 -1.18991
H 1.41200 3.15950 -1.23104
C -3.17938 0.50068 -4.21872
C -3.75478 0.98870 -2.89479
C -5.25324 0.79681 -2.79182
O -3.16322 0.29205 -1.80349
H -3.48505 1.14659 -5.05065
H -3.53473 -0.50646 -4.44146
H -2.08985 0.52111 -4.19605
H -3.51531 2.05852 -2.80121
H -5.54392 -0.22068 -3.05365
H -5.76848 1.49327 -3.45813
H -5.56225 1.01173 -1.76924
H -2.26034 0.60747 -1.66662
C -0.91458 -0.60535 3.90540
C -0.61900 -2.09238 3.92682
C -1.81273 -2.90309 3.44456
O 0.56112 -2.37938 3.18725
H -1.01763 -0.27017 2.87347
H -0.09126 -0.07163 4.37721
H -1.80896 -0.35191 4.47894
H -0.39337 -2.40828 4.95286
H -1.51717 -3.91655 3.18069
H -2.21981 -2.43563 2.53914
H -2.59848 -2.87894 4.19940
H 0.34792 -2.53934 2.26001
C 1.00262 2.62900 2.47837
O 0.99657 2.20190 3.83299
H 0.52154 3.60080 2.41456
H 2.04480 2.72583 2.14127
H 0.52236 1.90335 1.81428
H 1.53093 1.40259 3.85328
C -2.64727 -3.02428 -2.51649
O -2.91346 -3.06456 -1.11733
H -2.82447 -4.00677 -2.95335
H -3.29796 -2.30455 -3.02638
H -1.62197 -2.68965 -2.68761
H -2.25896 -2.46341 -0.74089
C -2.96450 1.19005 1.27683
O -3.51311 1.62661 2.52141
H -3.21300 0.14616 1.06581
H -3.32619 1.78427 0.43291
H -1.88132 1.26112 1.30230
H -4.41942 1.31338 2.55934
C 5.43057 -1.26109 1.16096
O 4.08435 -1.20468 1.62256
H 5.55582 -2.09507 0.46735
H 5.71745 -0.33199 0.66319
H 6.06659 -1.40547 2.03140
H 3.59587 -0.66897 0.98837
C 2.69671 -4.32625 -2.13001
O 2.85557 -3.57605 -0.93487
H 2.18978 -5.27732 -1.91706
H 2.07904 -3.80645 -2.86288
H 3.67434 -4.57383 -2.55076
H 2.37101 -2.75590 -1.06598
*
```

Calculated values
LUMO energy: 2.81 eV
relative energy (zero: lowest compared OMol25 entry of this formula, charge and spin): 0.0000 eV
largest force on an atom: 1.25 eV Å⁻¹

---

(2)
Here is a gas-phase ion, C5H12NO (charge -2) at a distorted geometry from the OMol25 dataset. Energies are from ωB97M-V/def2-TZVPD.

ORCA input file:
```
! RIJCOSX wB97M-V def2-TZVPD def2/J DEFGRID3
* xyz -2 2
C 0.43037 -2.30985 0.65074
N -0.18224 -1.19547 -0.06282
C 0.55688 0.05611 0.11431
C -0.29706 1.15695 0.79436
C -1.60918 1.52567 0.05920
O -1.48641 2.33299 -1.00158
C 0.98611 0.56643 -1.25214
H 1.48327 -2.53752 0.40847
H 0.32249 -2.20391 1.73045
H -0.06089 -3.25839 0.38814
H -0.25649 -1.44038 -1.03947
H 1.48333 -0.08113 0.67668
H 0.34394 2.05008 0.80203
H -0.50195 0.84859 1.83135
H -2.37784 1.85203 0.82696
H -2.04819 0.49415 -0.07938
H 0.09512 0.69603 -1.86634
H 1.43755 1.56005 -1.22603
H 1.68119 -0.11243 -1.75492
*
```

Calculated values
LUMO energy (spin up / spin down): 6.97 / 6.85 eV
relative energy (zero: lowest compared OMol25 entry of this formula, charge and spin): 0.5485 eV
largest force on an atom: 1.36 eV Å⁻¹

---

(3)
Here is 2 unconnected molecules or ions with the total composition C3H9NO2 at a distorted geometry from the OMol25 dataset. Energies are from ωB97M-V/def2-TZVPD.

ORCA input file:
```
! RIJCOSX wB97M-V def2-TZVPD def2/J DEFGRID3
* xyz 0 1
C 1.53716 -1.58355 -0.92435
N 1.73001 -0.16783 -1.66611
H 2.69142 0.07775 -1.65553
H 1.74195 -0.47970 -2.70411
H -0.32787 0.46246 -0.73690
H 2.11403 -2.28337 -1.32856
H 0.51327 -1.90310 -0.93461
H 1.95200 -1.12191 0.07567
C -1.89204 1.13725 2.10064
C -1.74746 0.84767 0.62076
O -0.39404 0.80677 0.25816
O -2.48165 0.31356 -0.22350
H -0.91368 1.46758 2.36971
H -2.32558 0.28068 2.61322
H -2.19754 2.14576 2.13551
*
```

Calculated values
LUMO energy: 0.84 eV
relative energy (zero: lowest compared OMol25 entry of this formula, charge and spin): 2.7389 eV
largest force on an atom: 7.51 eV Å⁻¹